The following is a DFT calculation (the ωB97M-V functional and the def2-TZVPD basis) of a molecular structure, C39H45N4O2.

Each line ends with the Mulliken charge.
Geometry (Å):
C -4.883864 -3.594384 -0.249830  -0.871
C -5.195436 -3.881815 1.197776  -0.809
N -4.105991 -3.579888 2.094051  -0.046
C -4.282392 -4.131461 3.410857  -0.814
C -3.388226 -3.530508 4.484581  -0.809
C -1.988237 -3.250429 3.954074  -0.686
C -2.027444 -2.456661 2.683768  -0.357
C -3.117920 -2.697213 1.793559  0.278
C -3.160862 -1.981242 0.558701  0.275
C -2.192836 -1.056154 0.250002  -1.335
C -1.075357 -0.822311 1.099243  0.791
C -0.017486 -0.004593 0.632640  -0.279
C 0.155853 0.253701 -0.727702  -0.541
C 1.063450 1.145221 -1.301215  -0.585
C 1.017630 1.505876 -2.684768  0.893
C -0.115947 1.225908 -3.490795  -1.167
C -0.206758 1.625190 -4.809938  -0.010
C 0.873888 2.337674 -5.399495  0.303
N 0.790341 2.767232 -6.692444  0.006
C -0.324395 2.459963 -7.571157  -0.794
C -1.162715 1.285082 -7.115588  -0.834
C -1.433243 1.329205 -5.610318  -0.755
C 1.758885 3.652459 -7.306832  -0.797
C 2.739814 4.261472 -6.333134  -0.805
C 3.210142 3.248016 -5.291912  -0.927
C 2.059132 2.562817 -4.633002  0.778
C 2.114339 2.188684 -3.301987  -1.405
C -1.069980 -1.497077 2.347284  -0.157
C -4.218378 -2.246477 -0.455100  -0.812
H -4.233384 -4.376545 -0.653877  0.343
H -5.814664 -3.639282 -0.809937  0.368
H -6.067223 -3.291063 1.518568  0.373
H -5.451552 -4.939846 1.325607  0.423
H -5.324312 -4.007202 3.731805  0.380
H -4.102043 -5.215064 3.374156  0.380
H -3.836619 -2.598019 4.840098  0.349
H -3.319128 -4.206295 5.343794  0.361
H -1.382008 -2.740379 4.711579  0.266
H -1.508697 -4.222546 3.752116  0.297
H -2.317030 -0.459504 -0.658441  0.911
H 1.125652 0.229875 1.318394  0.388
H -0.502535 -0.287338 -1.423443  1.001
H 1.859370 1.586395 -0.700603  0.511
H -0.986086 0.764150 -3.026681  0.670
H -0.966344 3.353299 -7.653328  0.364
H 0.057859 2.259716 -8.583514  0.397
H -2.105424 1.279456 -7.666688  0.365
H -0.651901 0.351140 -7.367197  0.338
H -1.854304 0.363029 -5.297033  0.383
H -2.206187 2.094627 -5.423492  0.287
H 2.294836 3.068341 -8.073818  0.377
H 1.210413 4.446119 -7.840687  0.387
H 3.581009 4.675005 -6.892569  0.370
H 2.255769 5.103165 -5.833524  0.334
H 3.864292 2.521562 -5.794517  0.305
H 3.826748 3.769122 -4.549936  0.366
H 3.030927 2.400304 -2.742073  0.383
H -0.245257 -1.247674 3.017264  -0.040
H -3.777782 -2.232455 -1.468174  0.377
H -4.975214 -1.447949 -0.433399  0.334
C 4.412995 -0.532369 1.061871  -0.944
O 3.077226 -0.498927 1.656404  -0.318
C 2.990515 -1.041566 2.921603  0.725
C 2.050473 -0.454709 3.767128  0.768
N 1.418961 0.773999 3.361923  0.643
C 0.800526 0.962888 2.163347  -0.041
N 0.501348 2.233707 2.061813  0.282
C -0.155217 2.943829 0.981778  -0.835
C 0.869657 2.892275 3.223397  -1.165
C 1.400982 1.986252 4.054974  -0.090
C 2.138312 -0.725384 5.139775  0.101
O 1.296497 0.001238 5.923630  -0.365
C 1.497559 -0.077506 7.367370  -1.004
C 3.162392 -1.563294 5.640099  -0.797
C 4.070315 -2.170073 4.774063  -0.877
C 3.976036 -1.922357 3.400256  -0.750
H 4.377643 0.234652 0.274294  0.235
H 5.186991 -0.267041 1.817051  0.454
H 4.614578 -1.538049 0.625796  0.309
H -0.271263 2.321137 0.110664  0.407
H -1.153244 3.279459 1.280121  0.334
H 0.446974 3.811148 0.699868  0.391
H 0.746501 3.940033 3.299204  0.513
H 1.833880 2.076279 5.032960  0.575
H 0.904745 0.749593 7.782825  0.274
H 1.130460 -1.057011 7.758876  0.337
H 2.572298 0.082594 7.641005  0.423
H 3.237652 -1.720605 6.714847  0.484
H 4.829087 -2.851305 5.157315  0.417
H 4.739935 -2.341319 2.733977  0.434

Atoms 1-6, force components in eV/Å:
0.129 -0.331 -0.273
-0.303 0.286 0.171
0.040 -0.387 0.270
0.118 -0.683 0.680
0.034 0.431 0.077
0.292 -0.270 0.063

The electronic energy comes out at -1882.1984 a.u. The charge is +1.

=====

The following is a DFT calculation (the ωB97M-V functional and the def2-TZVPD basis) of a molecular structure, C39H45N8O3PmS.

Each line ends with the Mulliken charge.
Geometry (Å):
Pm 0.894607 0.267902 -0.030806  -1.603
N 2.037680 -1.271003 4.330740  0.097
C 1.080744 -1.002479 3.444656  -0.849
N 1.637115 -0.535226 2.348487  1.166
C 2.979423 -0.549575 2.629355  -0.011
N 3.261915 -0.993121 3.837299  -0.886
C 3.951677 -0.131460 1.641356  0.165
C 5.319323 -0.181720 1.894237  -0.470
N 6.228433 0.172001 1.000681  -0.610
C 5.745582 0.586027 -0.190334  -0.686
C 4.399417 0.639746 -0.461223  -0.631
N 3.464771 0.290538 0.444271  1.125
H 1.945177 -1.639910 5.260080  0.219
H 0.023265 -1.142659 3.610074  0.534
H 5.663582 -0.525352 2.864605  0.524
H 6.472200 0.870499 -0.940814  0.440
H 4.042347 0.956033 -1.431525  0.413
C 0.954223 -3.518227 -1.724246  -1.408
C 1.300495 -2.935079 -0.340592  2.048
C 2.715295 -3.306447 0.097529  -2.065
C 0.186188 -3.427267 0.563168  0.358
C 0.183837 -4.759729 0.938839  -0.432
C -0.930562 -5.335170 1.538433  -1.640
C -2.087949 -4.581802 1.616006  -0.565
C -2.144971 -3.242370 1.230245  -0.441
C -3.564054 -2.676049 1.047781  0.284
C -3.723012 -1.631704 -0.062358  -1.402
C -4.265483 -2.233262 2.342302  -1.522
C -0.931525 -2.600897 0.864799  0.752
N -0.752805 -1.231938 0.843217  1.282
C -1.487078 -0.482448 1.727181  -1.485
C -1.448897 0.882505 1.802209  -0.563
N -0.632603 1.697544 1.052192  1.501
C -1.040367 3.048907 0.968342  -0.179
C -2.321391 3.359285 0.460472  0.155
C -2.761272 4.677774 0.467913  -0.518
C -1.947953 5.704262 0.911636  -1.502
C -0.655790 5.406656 1.313692  -1.136
C -0.177141 4.101351 1.340184  0.846
C 1.285995 3.909509 1.712328  0.318
C 2.099462 3.474983 0.487000  -0.339
C 1.527371 3.016569 2.935044  -1.312
C -3.188078 2.307104 -0.221184  2.182
C -4.531578 2.108461 0.481208  -1.673
C -3.391599 2.662746 -1.699648  -1.648
H 2.667129 -3.214559 -2.650032  0.349
H -0.077355 -3.264391 -1.966215  0.471
H 1.015108 -4.607936 -1.634554  0.415
H 1.275539 -1.842551 -0.423649  0.039
H 2.892271 -4.378037 -0.015862  0.449
H 2.877873 -3.047819 1.146213  0.332
H 3.457757 -2.770009 -0.500914  0.416
H 1.054611 -5.374923 0.738913  0.347
H -0.916827 -6.369294 1.859040  0.362
H -3.010664 -5.062358 1.931600  0.450
H -4.120264 -3.550027 0.701176  0.824
H -3.452347 -0.632324 0.278346  0.064
H -4.765765 -1.602763 -0.388871  0.618
H -3.098360 -1.871964 -0.925914  0.249
H -3.978934 -1.219665 2.630861  0.273
H -4.028429 -2.907063 3.168104  0.339
H -5.349621 -2.235015 2.203187  0.423
H -2.098538 -1.005865 2.452235  0.462
H -2.117321 1.363030 2.512754  0.435
H -3.751574 4.910805 0.090460  0.365
H -2.302730 6.727539 0.916619  0.361
H 0.005197 6.211519 1.617794  0.375
H 1.658572 4.901341 1.976547  0.693
H 1.767483 2.512872 0.112525  -0.483
H 3.163205 3.399602 0.721365  0.437
H 1.963563 4.180616 -0.332547  0.425
H 1.213851 1.995912 2.743989  -0.106
H 0.960741 3.387110 3.792316  0.404
H 2.588976 3.015183 3.202141  0.478
H -2.652764 1.362278 -0.206310  -1.048
H -5.124576 3.026763 0.455081  0.369
H -4.389928 1.830029 1.528266  0.284
H -5.108635 1.318257 -0.006515  0.430
H -3.954627 3.591822 -1.816264  0.339
H -3.941397 1.865004 -2.207514  0.417
H -2.424705 2.786234 -2.193632  0.348
O 1.731598 -3.064077 -2.815240  -0.439
C 2.622558 -0.509971 -3.222996  -1.754
N 1.954418 -0.005912 -2.196626  0.914
S 0.467754 0.629924 -2.616430  1.008
O 0.463835 2.010572 -2.170978  -0.511
O -0.563838 -0.154486 -1.925907  -0.140
C 0.572053 0.292599 -4.333988  0.443
C -0.341161 0.466455 -5.351554  -0.696
C 0.017865 -0.032022 -6.598705  -0.575
C 1.234496 -0.684432 -6.778625  -0.495
C 2.126455 -0.852840 -5.724523  -0.905
C 1.787438 -0.363727 -4.477188  1.085
H -1.283251 0.977126 -5.195233  0.531
H -0.660067 0.090478 -7.433236  0.404
H 1.484111 -1.071350 -7.758944  0.393
H 3.073185 -1.363164 -5.855412  0.503

Atoms 1-6, force components in eV/Å:
-1.489 0.241 3.817
0.254 0.015 0.030
-0.156 -0.018 -0.177
0.726 0.102 -0.231
-0.947 -0.237 0.636
-0.023 0.068 -0.247

The expectation value of S² is 6.006. Its spin multiplicity is 5. The electronic energy comes out at -3183.4272 a.u.